Entry from the OMol25 dataset: 13 unconnected molecules or ions with the total composition C5H35NO13 (ωB97M-V with the def2-TZVPD basis set).

```
! RIJCOSX wB97M-V def2-TZVPD def2/J DEFGRID3
* xyz 1 2
C -1.252 0.257 -0.379
C -1.134 0.065 -1.991
C 0.041 -0.659 -2.450
C 0.009 -2.000 -2.773
N -0.857 1.520 0.145
C 0.419 1.764 0.761
O 1.516 1.275 -0.020
H -0.818 -0.563 0.170
H -2.285 0.192 -0.225
H -2.014 -0.498 -2.286
H -1.201 1.017 -2.463
H 0.952 -0.116 -2.543
H 0.915 -2.519 -3.159
H -0.880 -2.638 -2.707
H -1.116 2.266 -0.569
H 0.527 2.812 0.928
H 0.551 1.265 1.697
H 1.425 1.613 -0.955
H -0.003 2.572 -2.376
H 0.956 1.805 -3.316
O 0.947 2.344 -2.483
H -3.659 -1.612 0.223
H -4.875 -1.836 -0.762
O -4.098 -1.278 -0.594
H 3.954 1.083 -1.394
H 4.836 0.286 -2.381
O 4.648 0.403 -1.449
H 4.580 -0.894 -0.095
H 4.318 -0.612 1.357
O 4.350 -1.335 0.723
H -2.665 -1.531 2.327
H -2.009 -2.641 1.362
O -2.876 -2.197 1.629
H 2.939 1.145 1.303
H 2.848 0.523 2.768
O 3.487 0.882 2.092
H 1.559 -0.564 0.427
H 2.695 -1.585 0.825
O 1.685 -1.401 0.906
H -2.500 2.283 -1.978
H -2.073 3.761 -2.509
O -1.739 2.894 -2.117
H 0.047 -3.873 1.643
H 0.428 -2.581 0.925
O -0.276 -3.242 0.976
H 1.517 -0.885 2.668
H 0.403 -0.328 3.625
O 1.363 -0.386 3.523
H -4.366 1.848 -0.788
H -3.896 0.413 -1.197
O -3.889 1.374 -1.478
H -2.126 0.686 2.977
H -2.812 -0.023 4.213
O -2.148 -0.132 3.475
*
```

HOMO (alpha / beta) ... -13.349 / -13.307 eV
Energy above the lowest of the compared OMol25 structures with the same formula, charge and spin ... 1.200 eV
F_max ... 0.0533 Eh/bohr



Entry from the OMol25 dataset: 3 unconnected molecules or ions with the total composition C26H47N2O11 (ωB97M-V with the def2-TZVPD basis set).

```
! RIJCOSX wB97M-V def2-TZVPD def2/J DEFGRID3
* xyz -1 1
C -4.843 4.926 0.333
C -6.078 5.481 1.085
O -7.277 5.027 0.487
C -7.550 3.658 0.723
C -7.725 2.944 -0.635
O -7.145 1.662 -0.733
C -7.612 0.752 0.237
C -6.508 0.245 1.159
O -5.368 -0.148 0.433
C -4.352 0.845 0.494
C -3.435 0.764 -0.670
C -3.365 -0.228 -1.535
C -2.394 -0.149 -2.667
O -2.068 -1.163 -3.254
C -1.823 1.187 -3.013
C -1.100 1.441 -4.340
O -1.556 2.257 -5.161
O -0.051 0.804 -4.385
C -1.905 2.183 -2.135
C -2.524 1.928 -0.830
O -2.275 2.649 0.127
H -4.483 4.048 0.862
H -4.025 5.640 0.297
H -5.088 4.644 -0.685
H -5.999 5.143 2.120
H -6.030 6.564 1.050
H -6.833 3.167 1.380
H -8.518 3.626 1.233
H -7.221 3.564 -1.369
H -8.782 2.945 -0.918
H -7.977 -0.129 -0.297
H -8.452 1.120 0.831
H -6.859 -0.642 1.688
H -6.284 0.996 1.922
H -4.834 1.823 0.451
H -3.820 0.805 1.448
H -3.993 -1.098 -1.425
H -1.522 3.168 -2.340
C -0.392 1.561 2.720
O -0.552 0.158 2.622
C -1.509 -0.241 1.643
C -0.843 -0.907 0.456
N -0.088 0.058 -0.329
C 0.773 -0.528 -1.360
C 1.910 -1.439 -0.912
O 2.955 -0.784 -0.200
C 2.720 -0.615 1.184
H 0.216 1.762 3.602
H 0.123 1.971 1.846
H -1.356 2.063 2.839
H -2.129 0.603 1.323
H -2.165 -0.973 2.125
H -1.613 -1.359 -0.177
H -0.203 -1.713 0.844
H 0.485 0.608 0.296
H 1.210 0.306 -1.911
H 0.141 -1.067 -2.070
H 2.378 -1.832 -1.818
H 1.557 -2.313 -0.349
H 2.126 -1.432 1.603
H 2.233 0.342 1.387
H 3.690 -0.598 1.688
C 9.429 -5.040 0.519
O 8.033 -5.152 0.710
C 7.540 -4.429 1.833
C 6.705 -3.241 1.401
N 7.531 -2.202 0.799
C 6.770 -1.138 0.139
C 5.900 -1.511 -1.058
O 6.632 -1.914 -2.207
C 7.018 -3.272 -2.232
H 9.715 -5.762 -0.245
H 9.710 -4.041 0.170
H 9.974 -5.272 1.438
H 8.351 -4.121 2.500
H 6.896 -5.116 2.389
H 6.193 -2.827 2.275
H 5.942 -3.611 0.703
H 8.144 -2.625 0.116
H 7.500 -0.400 -0.205
H 6.145 -0.642 0.887
H 5.361 -0.610 -1.352
H 5.132 -2.249 -0.808
H 6.289 -3.916 -1.733
H 8.007 -3.412 -1.783
H 7.091 -3.579 -3.277
*
```

HOMO ... -4.749 eV
F_max ... 0.0299 Eh/bohr



Entry from the OMol25 dataset: 4 unconnected molecules or ions with the total composition C2H12NO2S2 (ωB97M-V with the def2-TZVPD basis set).

```
! RIJCOSX wB97M-V def2-TZVPD def2/J DEFGRID3
* xyz 1 1
N 0.266 1.526 -0.054
C 1.264 0.500 -0.563
C 1.281 -0.748 0.348
S -2.057 -1.030 -1.317
S 1.062 -2.314 -0.574
H -0.471 1.039 0.483
H 0.561 4.250 2.301
H -0.194 1.988 -0.849
H 0.927 0.187 -1.573
H 2.249 0.988 -0.688
H 0.483 -0.700 1.101
H 2.243 -0.857 0.853
H -0.205 -2.071 -1.062
H -2.355 -0.579 0.662
H -2.894 -0.319 2.093
O -2.164 -0.089 1.497
H 2.013 4.141 1.865
H 0.698 2.249 0.531
O 1.145 3.756 1.719
*
```

HOMO ... -13.443 eV
Energy above the lowest of the compared OMol25 structures with the same formula, charge and spin ... 4.035 eV
F_max ... 0.0188 Eh/bohr